This record from OMol25 describes a 2-piece molecular cluster, C28H32N3O3PS overall. The level of theory is ωB97M-V/def2-TZVPD.

Calculated values
structure (SMILES): Cc1cc(C)c(N2C=CN(c3c(C)cc(C)cc3C)P2)c(C)c1.Cc1ccc(S(=O)(=O)N=C=O)cc1
gap between HOMO and LUMO: 0.229 Eh
energy: -2215.6680 a.u.

Each line ends with the Löwdin charge.
Geometry (Å):
1 C -1.172 -2.431 -5.041  -0.06
2 C 0.156 -2.213 -4.377  -0.27
3 C 1.217 -1.691 -5.120  -0.02
4 C 2.469 -1.465 -4.547  -0.21
5 C 3.567 -0.942 -5.420  -0.05
6 C 2.651 -1.756 -3.180  -0.20
7 N 3.940 -1.554 -2.575  -0.29
8 C 4.907 -2.537 -2.494  -0.15
9 C 6.133 -2.044 -2.180  -0.15
10 N 6.132 -0.672 -2.008  -0.27
11 C 7.333 0.119 -2.000  -0.20
12 C 8.063 0.256 -0.807  -0.20
13 C 7.590 -0.395 0.451  -0.04
14 C 9.250 0.996 -0.824  -0.01
15 C 9.724 1.585 -2.001  -0.27
16 C 10.993 2.384 -1.987  -0.06
17 C 8.996 1.411 -3.182  -0.01
18 C 7.805 0.684 -3.200  -0.21
19 C 7.076 0.486 -4.494  -0.06
20 P 4.537 0.018 -2.120  1.04
21 C 1.599 -2.288 -2.413  -0.20
22 C 1.812 -2.611 -0.966  -0.04
23 C 0.366 -2.520 -3.028  -0.01
24 H -1.894 -2.849 -4.334  0.07
25 H -1.577 -1.489 -5.433  0.08
26 H -1.081 -3.118 -5.892  0.08
27 H 1.072 -1.463 -6.178  0.12
28 H 4.553 -0.975 -4.947  0.04
29 H 3.621 -1.540 -6.341  0.09
30 H 3.365 0.092 -5.732  0.09
31 H 4.653 -3.565 -2.721  0.12
32 H 7.061 -2.595 -2.110  0.12
33 H 8.274 -0.133 1.264  0.08
34 H 6.581 -0.087 0.750  0.06
35 H 7.581 -1.490 0.366  0.09
36 H 9.817 1.108 0.101  0.12
37 H 11.216 2.765 -2.988  0.07
38 H 10.917 3.238 -1.302  0.08
39 H 11.843 1.776 -1.652  0.08
40 H 9.368 1.845 -4.112  0.11
41 H 7.668 0.934 -5.300  0.08
42 H 6.945 -0.577 -4.740  0.08
43 H 6.090 0.971 -4.508  0.06
44 H 4.240 -0.224 -0.696  -0.07
45 H 0.878 -3.012 -0.558  0.08
46 H 2.586 -3.379 -0.829  0.09
47 H 2.090 -1.732 -0.367  0.06
48 H -0.449 -2.948 -2.440  0.11
49 C -3.390 3.454 -0.011  -0.05
50 C -2.021 3.111 0.500  -0.26
51 C -0.913 3.282 -0.334  -0.03
52 C 0.371 2.993 0.119  -0.04
53 C 0.540 2.495 1.411  -0.29
54 S 2.192 2.173 2.001  0.76
55 O 3.121 3.024 1.304  -0.28
56 O 2.177 2.059 3.434  -0.28
57 N 2.533 0.431 1.310  0.04
58 C 3.605 -0.118 1.496  -0.43
59 O 4.614 -0.704 1.736  0.12
60 C -0.551 2.336 2.267  -0.04
61 C -1.829 2.634 1.800  -0.02
62 H -4.145 3.268 0.756  0.08
63 H -3.444 4.510 -0.304  0.09
64 H -3.639 2.860 -0.898  0.09
65 H -1.057 3.656 -1.349  0.12
66 H 1.237 3.153 -0.520  0.12
67 H -0.396 1.987 3.287  0.12
68 H -2.695 2.502 2.453  0.12

***

This record from OMol25 describes a single C28H32N4O4 molecule. The level of theory is ωB97M-V/def2-TZVPD.

Calculated values
energy above the lowest of the compared OMol25 structures with the same formula, charge and spin: 0.998 eV
structure (SMILES): CCc1ccc(N(C(=O)CNC(=O)c2ccco2)[C@@H](C(=O)NC2CCCCC2)c2cccnc2)cc1
gap between HOMO and LUMO: 0.350 Eh
energy: -1606.2230 a.u.

Each line ends with the Löwdin charge.
Geometry (Å):
1 C -1.435 -6.491 -1.962  -0.09
2 C -2.537 -5.579 -1.418  -0.21
3 C -1.947 -4.294 -0.913  -0.24
4 C -1.764 -3.215 -1.769  -0.01
5 C -1.185 -2.044 -1.322  -0.01
6 C -0.778 -1.942 0.001  -0.25
7 N -0.217 -0.726 0.484  0.05
8 C 1.074 -0.384 0.317  -0.40
9 O 1.513 0.700 0.662  0.08
10 C 1.959 -1.448 -0.316  -0.06
11 N 3.335 -1.046 -0.214  0.09
12 C 4.293 -1.896 0.223  -0.43
13 O 4.105 -3.087 0.397  0.07
14 C 5.606 -1.264 0.431  -0.18
15 C 6.795 -1.826 0.817  0.01
16 C 7.732 -0.772 0.865  -0.05
17 C 7.048 0.351 0.508  -0.11
18 O 5.767 0.068 0.244  0.05
19 C -1.102 0.315 1.016  -0.13
20 C -1.149 1.454 -0.024  -0.44
21 O -1.361 1.231 -1.198  0.07
22 N -0.962 2.679 0.489  0.12
23 C -0.832 3.862 -0.340  -0.32
24 C 0.622 4.337 -0.368  -0.14
25 C 0.755 5.571 -1.255  -0.20
26 C -0.159 6.686 -0.757  -0.21
27 C -1.609 6.211 -0.717  -0.20
28 C -1.745 4.976 0.169  -0.15
29 C -2.467 -0.238 1.310  -0.15
30 C -2.814 -0.598 2.607  -0.02
31 C -4.059 -1.156 2.843  -0.06
32 C -4.912 -1.332 1.765  -0.15
33 N -4.600 -0.980 0.531  0.08
34 C -3.413 -0.448 0.308  -0.08
35 C -0.953 -3.011 0.868  0.00
36 C -1.533 -4.178 0.408  -0.02
37 H -0.911 -6.004 -2.781  0.07
38 H -1.859 -7.424 -2.325  0.07
39 H -0.712 -6.717 -1.182  0.08
40 H -3.256 -5.368 -2.212  0.11
41 H -3.061 -6.090 -0.608  0.11
42 H -2.088 -3.291 -2.797  0.12
43 H -1.064 -1.194 -1.976  0.12
44 H 1.841 -2.416 0.182  0.13
45 H 1.665 -1.567 -1.368  0.14
46 H 3.490 -0.047 -0.167  0.13
47 H 6.959 -2.861 1.032  0.12
48 H 8.768 -0.839 1.128  0.10
49 H 7.355 1.374 0.409  0.12
50 H -0.640 0.685 1.941  0.15
51 H -0.655 2.771 1.445  0.15
52 H -1.140 3.559 -1.345  0.15
53 H 1.259 3.529 -0.732  0.12
54 H 0.939 4.582 0.649  0.12
55 H 1.792 5.912 -1.259  0.11
56 H 0.483 5.309 -2.280  0.12
57 H -0.073 7.557 -1.410  0.11
58 H 0.151 6.989 0.246  0.11
59 H -2.253 7.008 -0.341  0.11
60 H -1.937 5.964 -1.729  0.12
61 H -2.780 4.628 0.176  0.12
62 H -1.466 5.230 1.195  0.12
63 H -2.115 -0.449 3.419  0.12
64 H -4.356 -1.448 3.839  0.10
65 H -5.893 -1.770 1.892  0.10
66 H -3.206 -0.168 -0.715  0.12
67 H -0.637 -2.923 1.897  0.12
68 H -1.670 -5.008 1.085  0.12

***

This record from OMol25 describes C28H33AsBrN2O12SSbTi as an isolated structure. The level of theory is ωB97M-V/def2-TZVPD.

Calculated values
energy above the lowest of the compared OMol25 structures with the same formula, charge and spin: 0.595 eV
2S+1: 3
charge: -2
gap between HOMO and LUMO (alpha / beta): 0.132 / 0.249 Eh
energy: -8397.0523 a.u.

Each line ends with the Löwdin charge.
Geometry (Å):
1 Ti 1.251 0.862 -0.550  1.09
2 O -0.847 3.583 2.287  -0.24
3 As -0.751 1.828 2.076  0.89
4 O -2.135 1.092 2.521  -0.46
5 O -0.292 1.681 0.472  -0.54
6 C 0.523 1.487 3.516  -0.21
7 C 0.017 1.871 4.754  -0.09
8 C 0.767 1.705 5.909  -0.08
9 C 2.032 1.140 5.845  -0.08
10 C 2.544 0.739 4.621  -0.06
11 C 1.790 0.916 3.472  -0.26
12 S 2.466 0.404 1.921  0.51
13 O 3.720 -0.240 2.177  -0.27
14 O 2.518 1.623 1.081  -0.35
15 O 1.429 -0.455 1.298  -0.37
16 H -0.622 3.983 1.435  0.04
17 H -0.976 2.299 4.811  0.10
18 H 0.358 2.017 6.862  0.10
19 H 2.620 1.010 6.745  0.10
20 H 3.524 0.289 4.534  0.11
21 O 0.976 2.584 -4.125  0.05
22 C 1.245 2.911 -2.981  -0.53
23 O 1.111 2.037 -1.980  -0.17
24 C 1.681 4.267 -2.603  -0.16
25 C 1.934 4.656 -1.276  -0.03
26 C 2.320 5.940 -0.967  -0.02
27 C 2.475 6.900 -1.993  -0.20
28 C 2.228 6.516 -3.332  -0.02
29 C 1.840 5.231 -3.615  -0.04
30 N 2.864 8.194 -1.697  -0.43
31 O 2.995 9.034 -2.647  -0.13
32 O 3.079 8.517 -0.485  -0.12
33 H 1.829 3.932 -0.478  0.09
34 H 2.517 6.242 0.051  0.10
35 H 2.353 7.258 -4.106  0.09
36 H 1.643 4.930 -4.636  0.10
37 Br 1.639 -6.266 -2.626  0.72
38 C 2.669 -4.714 -2.285  -0.66
39 C 4.049 -4.798 -2.288  -0.20
40 N 4.828 -3.755 -2.047  0.08
41 C 4.239 -2.589 -1.794  -0.05
42 C 2.862 -2.419 -1.782  -0.09
43 C 2.052 -3.508 -2.029  -0.04
44 C 2.265 -1.106 -1.470  -0.56
45 O 3.003 -0.130 -1.157  -0.03
46 O 0.996 -0.968 -1.464  -0.09
47 H 4.539 -5.743 -2.490  0.10
48 H 4.877 -1.742 -1.583  0.13
49 H 0.977 -3.399 -2.007  0.09
50 C -4.600 -0.812 1.885  -0.18
51 C -4.487 -1.384 0.475  -0.60
52 C -5.379 -0.601 -0.484  -0.18
53 Sb -2.408 -1.323 -0.190  1.56
54 C -1.652 -2.764 1.275  -0.56
55 C -0.322 -3.359 0.820  -0.16
56 C -2.610 -3.856 1.737  -0.15
57 C -2.813 -2.571 -1.959  -0.58
58 C -2.979 -4.073 -1.764  -0.16
59 C -1.814 -2.265 -3.071  -0.17
60 H -5.630 -0.901 2.255  0.07
61 H -4.311 0.240 1.907  0.05
62 H -3.940 -1.310 2.596  0.05
63 H -4.796 -2.435 0.475  0.07
64 H -4.990 0.406 -0.651  0.07
65 H -6.388 -0.493 -0.069  0.07
66 H -5.475 -1.088 -1.457  0.05
67 H -1.448 -2.095 2.118  0.07
68 H -0.458 -4.038 -0.028  0.05
69 H 0.134 -3.942 1.629  0.08
70 H 0.387 -2.583 0.534  0.04
71 H -3.524 -3.450 2.170  0.05
72 H -2.893 -4.518 0.917  0.05
73 H -2.129 -4.478 2.502  0.07
74 H -3.786 -2.172 -2.266  0.05
75 H -2.065 -4.539 -1.388  0.05
76 H -3.217 -4.561 -2.719  0.07
77 H -3.784 -4.306 -1.065  0.05
78 H -0.845 -2.728 -2.870  0.05
79 H -1.629 -1.195 -3.181  0.06
80 H -2.168 -2.653 -4.034  0.07

***

What is the formula in the first record?
C28H32N3O3PS